Here is an isolated molecule of C5H8N2O2 at a distorted geometry from the Open Molecules 2025 dataset. Energies are from the ωB97M-V functional and the def2-TZVPD basis.

Calculated values
HOMO energy   -0.24106 hartree
Relative energy (zero: lowest compared OMol25 entry of this formula, charge and spin)   69.6 kcal/mol
Frontier orbital gap   7.3 eV
Multiplicity   1

```
17
Properties=species:S:1:pos:R:3:forces:R:3
C -0.12413 0.78925 0.60483 0.4 0.5 0.2
C -0.78448 0.50208 -0.70839 0.0 0.3 0.3
C -0.66658 1.63211 1.70127 0.2 0.0 0.0
N 1.18821 0.56614 0.40391 -0.9 0.2 0.2
C -0.25884 -1.81555 -0.97434 0.7 0.4 -2.6
C 1.44242 -0.04047 -0.76665 0.7 0.1 -0.1
O 0.79577 -2.67478 -0.86167 -0.1 0.6 0.4
N 0.19764 -0.43466 -1.27183 -1.5 -2.3 0.5
O -1.37670 -2.19958 -1.22409 0.3 0.3 0.9
H 0.47047 -3.56843 -1.04074 -0.2 0.2 0.1
H 1.91122 0.84104 1.05860 -0.2 0.0 -0.1
H -0.89324 1.38261 -1.37145 0.3 0.1 0.2
H -1.78545 0.07754 -0.61576 0.3 -0.3 -0.1
H 2.32035 -0.63755 -0.91058 0.1 0.0 0.0
H -1.35101 1.06535 2.32872 -0.1 0.0 0.1
H -1.21621 2.49070 1.30742 -0.1 0.1 0.0
H 0.13054 2.02419 2.34076 -0.1 -0.1 0.0
```
Forces are in eV/Å.

Here is an isolated molecule of C5H8N2O2 at a distorted geometry from the Open Molecules 2025 dataset. Energies are from the ωB97M-V functional and the def2-TZVPD basis.

Calculated values
HOMO energy   -0.31557 hartree
SMILES   [H]/N=C\N(C)/C=C\OC=O
Relative energy (zero: lowest compared OMol25 entry of this formula, charge and spin)   138.2 kcal/mol
Frontier orbital gap   9.2 eV
Multiplicity   1

```
17
Properties=species:S:1:pos:R:3:forces:R:3
H -0.00526 -1.91080 0.50361 -1.7 3.4 5.1
N 0.28889 -2.30681 -0.26313 0.9 -2.3 -8.8
C -0.03898 -1.75462 -1.42283 0.1 -0.7 3.8
N -0.67190 -0.42429 -1.54661 4.6 -4.6 2.0
C -1.10579 -0.10090 -2.84314 -3.8 0.1 1.3
C -1.16373 0.25489 -0.38931 1.4 -1.0 -1.7
C -0.55371 0.57773 0.76680 0.2 -0.6 0.8
O 0.85942 0.55669 0.99174 -2.0 1.1 0.3
C 1.42271 1.40507 1.95079 4.0 -1.3 2.0
O 1.14507 1.81007 3.09661 -0.2 -1.4 -5.2
H 0.07924 -2.49059 -2.32532 -0.1 2.3 1.2
H -0.74894 0.89005 -2.95612 0.1 0.8 -1.8
H -1.22360 -0.88885 -3.60543 1.5 0.5 0.2
H -2.17029 -0.10539 -2.53198 -0.7 1.3 -1.4
H -2.16207 0.47695 -0.68694 -1.2 0.5 1.3
H -1.11543 0.63133 1.71024 0.0 0.8 -0.7
H 2.62846 1.28793 1.47946 -3.1 1.2 1.7
```
Forces are in eV/Å.

Here is a structure of composition C5H8N2O3S at a distorted geometry from the Open Molecules 2025 dataset. Energies are from the ωB97M-V functional and the def2-TZVPD basis.

Calculated values
HOMO energy   -0.31524 hartree
Relative energy (zero: lowest compared OMol25 entry of this formula, charge and spin)   29.3 kcal/mol
Frontier orbital gap   9.4 eV
Multiplicity   1

```
19
Properties=species:S:1:pos:R:3:forces:R:3
C -1.78168 -0.08382 3.24794 0.4 -2.1 -0.3
C -0.77081 -0.74213 1.25054 0.4 -1.4 0.1
C -0.20492 -0.54408 -0.05970 -0.1 -1.4 -0.2
C 0.30898 0.87491 -1.86414 -1.3 -0.8 -0.9
C 1.78987 1.05122 -1.85204 0.0 -0.7 0.2
H -2.60814 -0.81001 3.15669 0.4 0.2 0.3
H -2.13283 0.78697 3.71243 -0.4 1.4 0.3
H -0.97572 -0.52803 3.89061 -0.5 0.3 -0.9
H -0.12773 1.80348 -2.22026 -0.2 0.0 0.0
H 0.01523 0.05292 -2.61170 0.3 0.9 1.3
H 2.28439 0.19726 -1.37697 0.0 0.1 0.1
H 2.00648 1.96174 -1.32024 0.4 0.3 0.2
H 2.00024 0.36108 -3.63349 0.1 0.0 -0.1
N -0.67433 -1.96202 1.68124 0.3 -0.6 -0.6
N 0.23232 -1.64511 -0.63330 -0.1 1.2 0.6
O -1.34809 0.23328 1.91401 0.0 1.0 0.9
O -0.24928 0.67335 -0.55684 0.2 0.5 -1.0
O 2.18803 1.19056 -3.18576 0.5 0.3 -0.5
S 0.04798 -2.87154 0.46096 -0.4 0.8 0.6
```
Forces are in eV/Å.

Here is a cluster of 2 separate species, C5H8N2O4 in total at a distorted geometry from the Open Molecules 2025 dataset. Energies are from the ωB97M-V functional and the def2-TZVPD basis.

Calculated values
HOMO energy (spin up / spin down)   0.00962 / 0.00955 hartree
Relative energy (zero: lowest compared OMol25 entry of this formula, charge and spin)   57.3 kcal/mol
Total charge   -2
Frontier orbital gap (spin up / spin down)   6.1 / 6.1 eV
Multiplicity   1

```
19
Properties=species:S:1:pos:R:3:forces:R:3
C 0.06340 2.40189 0.06160 -1.0 1.5 0.5
C -0.92211 -1.21818 0.88781 2.5 0.3 2.9
C -1.09525 -0.23097 -1.38333 -0.9 0.7 -1.2
C 0.28683 0.97904 0.36818 2.4 -4.4 0.5
C -0.96990 0.08500 0.11576 1.4 0.0 -0.4
N 1.92913 -0.06336 -0.61776 -5.2 4.9 -0.5
N 2.43443 -0.94963 0.04632 1.2 -0.3 0.0
O -0.29261 2.82742 -1.04110 0.2 -0.5 -2.1
O 3.33858 -1.47418 -0.64969 2.5 -2.6 -0.3
O -0.01678 3.11498 1.08467 0.6 0.4 1.7
O 2.23812 -1.31211 1.22126 -0.6 -0.4 1.5
H -0.16590 -1.24044 1.79844 -1.4 0.8 -1.5
H -0.44633 -2.01967 0.37005 -0.4 -0.8 -0.9
H -1.86485 -1.40850 1.35338 -0.9 -0.8 -0.1
H -0.27826 -0.89437 -1.69766 -0.1 0.4 0.1
H -1.14817 0.67940 -1.99616 1.2 0.2 0.4
H -2.03880 -0.61730 -1.81632 -0.2 -0.8 1.1
H 0.76029 0.71009 1.36026 -0.8 0.9 -1.2
H -1.81183 0.63088 0.53427 -0.3 0.4 -0.4
```
Forces are in eV/Å.

Here is an isolated molecule of C5H8N2OS at a distorted geometry from the Open Molecules 2025 dataset. Energies are from the ωB97M-V functional and the def2-TZVPD basis.

Calculated values
HOMO energy   -0.31077 hartree
Relative energy (zero: lowest compared OMol25 entry of this formula, charge and spin)   115.4 kcal/mol
Frontier orbital gap   9.0 eV
Multiplicity   1

```
17
Properties=species:S:1:pos:R:3:forces:R:3
C 1.37420 -1.01630 -0.42135 -1.3 2.1 0.4
C 2.08048 1.25971 0.09254 2.3 0.6 -1.7
C 1.98227 0.22618 -0.95822 -1.1 -0.8 -0.4
C -0.04774 0.10200 1.08519 3.5 1.2 0.5
C -2.65861 -0.06107 0.30604 -1.6 1.1 1.9
N 0.48959 -1.05326 0.49062 -0.9 -0.2 0.6
N 1.47250 1.38826 1.13227 -4.8 -1.0 2.7
O -0.97723 0.86695 -1.34688 1.0 0.2 -1.1
S -1.26711 1.08530 0.07168 -0.6 -1.4 1.2
H 1.66937 -1.91522 -0.85303 0.6 -1.7 -0.5
H 2.82126 2.02808 -0.13400 0.5 0.1 0.1
H 2.97654 -0.07434 -1.32488 -0.5 0.8 -0.6
H 1.20744 0.70489 -1.62830 1.3 -0.8 -0.3
H -0.25425 -0.02773 2.19488 -0.1 0.4 -1.6
H -2.51670 -1.10664 0.38493 1.1 -1.0 0.1
H -3.38011 0.05363 -0.47082 0.0 0.6 -1.1
H -3.28285 0.23841 1.18102 0.8 -0.1 -0.1
```
Forces are in eV/Å.

Here is an isolated molecule of C5H8N2S at a distorted geometry from the Open Molecules 2025 dataset. Energies are from the ωB97M-V functional and the def2-TZVPD basis.

Calculated values
HOMO energy   -0.31349 hartree
SMILES   C=NN1C[C@H](C)C1=S
Relative energy (zero: lowest compared OMol25 entry of this formula, charge and spin)   73.1 kcal/mol
Frontier orbital gap   8.7 eV
Multiplicity   1

```
16
Properties=species:S:1:pos:R:3:forces:R:3
C -2.92617 0.43735 0.13051 -0.2 1.2 0.6
N -2.12310 -0.56117 0.21157 0.4 2.1 -0.3
N -0.82212 -0.22357 -0.03911 0.6 0.1 -1.3
C 0.23027 -1.16236 -0.45636 -2.6 -3.6 1.0
C 1.12565 -0.02482 -0.51164 1.7 1.1 0.4
C 2.17707 -0.00739 0.63073 -0.1 -1.7 -1.0
C -0.01827 0.90016 -0.28511 -1.0 -0.5 1.7
S -0.04307 2.51824 -0.09566 -0.5 -0.2 -0.2
H -3.88118 0.18475 0.54184 -0.8 0.1 -0.3
H -2.75835 1.57074 -0.12834 0.3 -2.5 0.4
H -0.01585 -1.75630 -1.36933 0.2 0.8 0.3
H 0.39137 -1.94369 0.33794 0.2 0.8 -0.6
H 1.41292 0.18742 -1.52313 1.3 0.0 -0.4
H 3.00916 -0.63250 0.20620 -0.3 0.9 0.8
H 2.41249 1.03094 0.74658 0.7 0.4 0.5
H 1.82915 -0.51780 1.60331 0.2 1.0 -1.6
```
Forces are in eV/Å.

Here is an isolated molecule of C5H8N2S at a distorted geometry from the Open Molecules 2025 dataset. Energies are from the ωB97M-V functional and the def2-TZVPD basis.

Calculated values
HOMO energy   -0.30499 hartree
SMILES   [H]/N=C1\NC=C(C)[C@H]1S
Relative energy (zero: lowest compared OMol25 entry of this formula, charge and spin)   22.9 kcal/mol
Frontier orbital gap   9.1 eV
Multiplicity   1

```
16
Properties=species:S:1:pos:R:3:forces:R:3
H 1.87684 -1.68250 -2.32436 0.0 -0.1 -0.2
N 0.90598 -1.39756 -2.18736 0.5 0.4 1.5
C 0.79716 -0.87607 -1.02065 -1.5 0.6 -0.5
N 1.71849 -0.58005 -0.01747 0.9 -1.0 -1.1
C 1.09986 0.04400 1.06687 -1.5 0.6 -1.2
C -0.19737 0.27289 0.80445 -0.5 0.7 2.5
C -1.24777 1.00079 1.66022 1.6 0.6 -1.0
C -0.56035 -0.33474 -0.46431 -0.1 -1.0 -2.4
S -1.31190 0.95488 -1.59770 0.2 -0.5 0.3
H 2.61825 -0.26831 -0.34867 0.2 -0.1 0.3
H 1.67516 0.27641 1.91935 0.4 0.3 0.8
H -1.66437 1.83449 1.07282 0.1 -0.2 0.2
H -0.82721 1.42323 2.56946 0.2 -0.1 0.0
H -2.05512 0.37812 1.92877 -1.0 -0.9 0.3
H -1.26459 -1.19775 -0.41078 0.3 0.7 0.2
H -1.56307 0.15217 -2.65063 0.2 0.0 0.2
```
Forces are in eV/Å.

Here is an isolated molecule of C5H8N2S2 at a distorted geometry from the Open Molecules 2025 dataset. Energies are from the ωB97M-V functional and the def2-TZVPD basis.

Calculated values
HOMO energy   -0.31229 hartree
SMILES   CC1=CN(S)[C@@H](S)N=C1
Relative energy (zero: lowest compared OMol25 entry of this formula, charge and spin)   47.6 kcal/mol
Frontier orbital gap   8.4 eV
Multiplicity   1

```
17
Properties=species:S:1:pos:R:3:forces:R:3
C 0.02170 0.00564 -2.53274 2.6 -1.1 -0.2
C -0.27974 -0.10885 -1.06452 2.5 -1.9 0.4
C 0.49013 -0.85953 -0.21912 -2.1 0.5 2.6
N 0.01875 -0.84741 1.30464 0.1 2.4 -5.7
S 0.68735 -1.94976 2.22168 1.9 -1.3 2.7
C -0.66202 0.41536 1.71833 0.6 -1.2 0.2
S 0.54506 1.79479 2.13402 -0.4 -0.4 0.7
N -1.47742 1.00540 0.70237 -1.0 -0.7 -0.1
C -1.33631 0.67815 -0.51975 -0.7 2.1 -0.3
H 0.16967 -1.05143 -2.97966 -0.8 1.9 0.2
H 1.04334 0.50097 -2.70634 -1.3 -0.6 0.4
H -0.66594 0.69497 -2.98823 -0.6 -0.4 -0.7
H 1.30996 -1.60040 -0.42473 -1.0 1.1 0.2
H 1.88770 -1.36060 2.74023 -1.2 -0.3 -0.6
H -1.26828 0.09658 2.61022 0.6 0.9 -0.7
H 1.45969 1.32900 1.29815 0.3 -0.1 -0.3
H -1.94366 1.25711 -1.29453 0.5 -0.9 1.2
```
Forces are in eV/Å.

| no. | total energy (eV) |
| --- | --- |
| 1 | -12387.919 |
| 2 | -12384.943 |
| 3 | -25271.400 |
| 4 | -16478.298 |
| 5 | -21173.610 |
| 6 | -19127.252 |
| 7 | -19129.430 |
| 8 | -29962.736 |